Here is C26H49NO4RhSi2 as an isolated structure from the OMol25 dataset. Energies are from ωB97M-V with the def2-TZVPD basis set.

Results
2S+1: 5
Net charge: +1
Kohn-Sham gap (alpha / beta) in eV: 5.204 / 4.381
Energy relative to the best compared isomer or geometry (same formula, charge and spin) in kJ/mol: 186.9
LUMO level (alpha / beta) in Eh: -0.159 / -0.260
Max |F| in eV/A: 5.07
DFT total energy in eV: -56189.16471
HOMO energy (alpha / beta) in eV: -9.543 / -11.460

Positions of all 83 atoms, in Å:
O (-1.84, -1.57, -1.78)
O (0.80, 1.27, -4.42)
C (-0.73, -2.43, -2.12)
C (-1.09, -3.91, -2.12)
H (0.04, -2.25, -1.36)
H (-0.34, -2.16, -3.12)
H (-1.31, -4.29, -1.12)
H (-0.23, -4.46, -2.50)
H (-1.94, -4.14, -2.77)
C (-2.23, -0.62, -2.78)
C (-1.97, -0.92, -4.25)
H (-1.73, 0.34, -2.52)
H (-3.32, -0.50, -2.63)
H (-1.01, -0.50, -4.59)
H (-2.75, -0.43, -4.84)
H (-2.01, -1.98, -4.51)
C (0.44, 2.46, -3.72)
C (2.21, 1.09, -4.59)
C (-0.99, 2.82, -4.08)
H (1.10, 3.31, -3.99)
H (0.53, 2.29, -2.63)
H (-1.07, 3.02, -5.15)
H (-1.28, 3.71, -3.52)
H (-1.68, 2.01, -3.83)
C (2.50, 0.60, -5.99)
H (2.54, 0.35, -3.84)
H (2.76, 2.04, -4.42)
H (1.88, -0.26, -6.25)
H (3.55, 0.32, -6.07)
H (2.31, 1.39, -6.71)
H (2.41, -0.97, 0.79)
Rh (-1.65, 0.15, 1.28)
C (3.06, -0.86, -0.06)
Si (4.18, 0.54, 0.49)
H (3.56, -1.81, -0.28)
H (2.48, -0.56, -0.94)
C (5.82, 0.07, -0.29)
C (4.20, 0.57, 2.36)
C (3.55, 2.20, -0.12)
C (-2.50, -1.49, 1.45)
Si (-3.93, -0.25, 1.30)
H (-2.45, -2.02, 2.41)
H (-2.31, -2.16, 0.58)
C (-5.17, -1.19, 0.24)
C (-3.60, 1.38, 0.33)
C (-4.55, 0.20, 3.02)
H (3.30, 2.18, -1.19)
H (4.34, 2.95, 0.04)
H (2.65, 2.54, 0.43)
H (6.00, -1.00, -0.17)
H (6.65, 0.62, 0.17)
H (5.80, 0.29, -1.36)
H (3.80, -0.37, 2.79)
H (3.59, 1.41, 2.74)
H (5.24, 0.72, 2.70)
H (-4.31, 1.25, -0.51)
H (-2.63, 1.61, -0.16)
H (-3.88, 2.25, 0.94)
H (-5.52, 0.71, 2.95)
H (-3.85, 0.86, 3.55)
H (-4.68, -0.71, 3.62)
H (-6.19, -0.84, 0.43)
H (-5.10, -2.26, 0.48)
H (-4.93, -1.05, -0.83)
O (0.69, 3.38, 1.94)
C (0.01, 2.35, 1.97)
O (-0.50, 1.74, 0.92)
C (-0.21, 1.62, 3.25)
C (0.05, 2.12, 4.54)
C (0.10, 1.24, 5.59)
C (0.08, -0.15, 5.32)
C (0.43, -1.12, 6.28)
C (0.65, -2.44, 5.91)
C (0.48, -2.84, 4.57)
C (0.03, -1.93, 3.63)
C (-0.22, -0.59, 3.97)
N (-0.60, 0.35, 3.05)
H (0.19, 3.19, 4.64)
H (0.22, 1.57, 6.63)
H (0.55, -0.80, 7.32)
H (0.97, -3.17, 6.65)
H (0.71, -3.86, 4.27)
H (-0.13, -2.22, 2.59)

Here are the Mulliken charges for atoms 1 to 2, given in e: atom 1 (O): -0.161, atom 2 (O): -0.215